A | Entry from OMol25: 6 unconnected molecules or ions with the total composition C6H24O6 (the ωB97M-V functional and the def2-TZVPD basis).

Output
Charge: +1
2S+1: 2
HOMO level (alpha / beta) (Eh): -0.455 / -0.455

The geometry in XYZ format:
```
36
Properties=species:S:1:pos:R:3:nbo_charge:R:1
C -5.94372 -22.68151 -33.02135 -0.275
O -6.47450 -22.94459 -31.72308 -0.671
H -6.65620 -22.27401 -33.73857 0.194
H -5.07006 -22.03020 -33.04617 0.169
H -5.67933 -23.63693 -33.47453 0.194
H -5.70999 -23.13325 -31.17395 0.469
C -5.09183 -18.60988 -35.70636 -0.237
O -5.10339 -19.62748 -34.83162 -0.740
H -5.24104 -17.72579 -35.08651 0.179
H -4.16616 -18.57121 -36.28059 0.171
H -5.88930 -18.65709 -36.44793 0.163
H -4.85806 -20.42786 -35.30151 0.475
C -5.92311 -19.68586 -28.88410 -0.319
O -5.95083 -20.85000 -29.69656 -0.158
H -5.91892 -20.02558 -27.84840 0.251
H -5.08125 -19.05657 -29.17283 0.303
H -6.86916 -19.18013 -29.07733 0.251
H -6.33466 -20.63330 -30.54939 0.539
C -7.78856 -18.92966 -32.02856 -0.248
O -6.59528 -19.68098 -32.03610 -0.785
H -8.60745 -19.32862 -32.62720 0.198
H -8.13796 -18.96819 -30.99680 0.160
H -7.63213 -17.86595 -32.20784 0.188
H -6.22903 -19.75456 -32.92043 0.525
C -7.81616 -14.41394 -32.40025 -0.258
O -8.61451 -14.16799 -33.55560 -0.712
H -6.83274 -14.65278 -32.80516 0.181
H -7.86498 -13.45676 -31.88108 0.180
H -8.20095 -15.19046 -31.73916 0.150
H -9.50098 -14.35841 -33.24016 0.460
C -9.82852 -22.16348 -33.37242 -0.245
O -9.69228 -22.58130 -32.06832 -0.715
H -9.95285 -21.08191 -33.42587 0.167
H -8.85216 -22.39579 -33.79769 0.140
H -10.49470 -22.60979 -34.11073 0.183
H -9.80480 -23.53393 -32.03053 0.476
```

***

B | Entry from OMol25: 6 unconnected molecules or ions with the total composition C6H24O6 (the ωB97M-V functional and the def2-TZVPD basis).

Output
Charge: +1
2S+1: 2
HOMO level (alpha / beta) (Eh): -0.462 / -0.462

The geometry in XYZ format:
```
36
Properties=species:S:1:pos:R:3:nbo_charge:R:1
C -1.78382 0.32027 4.49178 -0.255
O -2.02771 0.80188 3.18504 -0.765
H -1.04392 -0.47520 4.40309 0.181
H -1.52266 1.08418 5.22413 0.187
H -2.72859 -0.20655 4.62583 0.184
H -2.97724 0.93981 3.21620 0.488
C 0.23489 -0.31436 0.32744 -0.283
O -0.05564 0.78802 1.14738 -0.784
H 0.58481 -1.24993 0.76375 0.208
H -0.67279 -0.56531 -0.22142 0.196
H 0.96814 0.01553 -0.40849 0.183
H -0.81595 0.62237 1.70960 0.534
C 0.52508 -1.10246 -3.76414 -0.246
O -0.72995 -1.10109 -4.47770 -0.719
H 1.41544 -1.24704 -4.37607 0.198
H 0.61710 -0.10266 -3.33981 0.144
H 0.57685 -1.82210 -2.94711 0.158
H -1.46386 -0.93326 -3.88203 0.468
C 0.19608 -4.64109 -1.06341 -0.251
O -1.11854 -4.82061 -0.54825 -0.718
H 0.88225 -5.46911 -0.88550 0.177
H 0.14197 -4.48119 -2.14026 0.164
H 0.56323 -3.67750 -0.71013 0.159
H -1.48498 -5.53168 -1.07901 0.469
C -0.18649 3.10252 -1.72871 -0.275
O -1.06864 2.05303 -1.29268 -0.527
H 0.86384 2.86380 -1.56158 0.191
H -0.56511 3.33140 -2.72489 0.235
H -0.45612 3.99471 -1.16357 0.223
H -0.73444 1.68986 -0.46927 0.490
C 2.46167 2.98833 1.52810 -0.303
O 2.35964 1.73919 2.21592 -0.348
H 2.02483 3.79414 2.11796 0.273
H 3.53000 3.14281 1.37677 0.244
H 1.96928 3.06781 0.55891 0.207
H 1.52136 1.40151 1.89213 0.512
```

***

Least stable structure: B

***

A | Entry from OMol25: 2 unconnected molecules or ions with the total composition C4H12N3 (the ωB97M-V functional and the def2-TZVPD basis).

Output
Charge: +1
2S+1: 3
HOMO level (alpha / beta) (Eh): -0.360 / -0.471

The geometry in XYZ format:
```
19
Properties=species:S:1:pos:R:3:nbo_charge:R:1
C 3.84549 -0.07746 -0.15115 -0.008
C -0.07145 -0.75008 0.13746 -0.102
C -1.27369 0.17822 0.52819 -0.138
C -1.56090 1.33127 -0.44686 -0.632
N 2.76099 0.54829 -0.19299 -0.639
N -2.42688 -0.65520 0.55868 -0.364
N -0.30434 -1.86538 -0.43617 -0.767
H 4.74867 0.46930 -0.10943 0.169
H 3.75317 -1.06625 0.14550 0.163
H 1.03441 -0.64072 0.29354 0.280
H -0.80606 0.44752 1.45289 0.327
H -0.57835 1.74305 -0.69398 0.256
H -2.18558 2.10069 0.25403 0.230
H -2.08818 1.08437 -1.36392 0.241
H 2.70822 1.51967 -0.44422 0.354
H -2.71087 -1.14555 1.43338 0.418
H 0.40102 -2.60250 -0.53506 0.419
H -3.25246 -0.24327 0.25299 0.400
H -1.26395 -2.25568 -0.72661 0.392
```

***

B | Entry from OMol25: 2 unconnected molecules or ions with the total composition C4H12N3 (the ωB97M-V functional and the def2-TZVPD basis).

Output
Charge: +1
2S+1: 3
HOMO level (alpha / beta) (Eh): -0.298 / -0.551

The geometry in XYZ format:
```
19
Properties=species:S:1:pos:R:3:nbo_charge:R:1
C 1.82138 -0.75917 0.80061 -0.313
C 1.77819 0.41635 0.25901 -0.167
C -1.40375 1.09852 -0.63407 -0.717
C -1.52115 -0.16242 0.03319 0.521
N 2.00773 0.63419 -1.10367 -0.709
N -1.59735 -0.32946 1.35716 -0.750
N -1.33319 -1.28253 -0.62280 -0.739
H 2.25955 -1.66765 0.46284 0.201
H 1.17254 -0.75208 1.73951 0.165
H -0.29729 1.24083 -0.86725 0.291
H -1.78080 1.89530 0.10883 0.250
H -2.14124 1.23316 -1.47391 0.276
H 2.55999 -0.06365 -1.59447 0.397
H -1.44712 -1.20300 1.88290 0.428
H -1.51741 0.55319 1.94352 0.427
H 1.57238 1.25046 0.87884 0.189
H 2.29013 1.53663 -1.39222 0.402
H -1.27156 -2.25037 -0.16611 0.420
H -1.15101 -1.38830 -1.61192 0.429
```

***

Least stable structure: A